# 1
C17H30AsN2O5PPt as an isolated structure, computed with ωB97M-V/def2-TZVPD.

- 2S+1: 4
- <S²>: 3.79
- Energy above the lowest of the compared OMol25 structures with the same formula, charge and spin: 58.0 kJ/mol
- Kohn-Sham gap (spin up / spin down): 6.502 / 6.316 eV
- Charge: +1
- Energy: -3847.60832 Eh

Last column: Löwdin charge in e.
Cartesian coordinates (Å):
Pt: 0.4680 0.5572 0.0599  0.846
C: 3.4106 0.4294 2.3606  -0.081
O: 3.5089 -0.3316 1.1466  -0.274
P: 2.6818 0.0642 -0.1466  0.515
O: 3.5747 1.2386 -0.7364  -0.286
C: 3.3005 1.8061 -2.0252  -0.104
O: 3.0690 -1.1133 -1.1380  -0.286
C: 2.5343 -2.4353 -1.0264  -0.095
H: 4.2118 0.0812 3.0051  0.097
H: 2.4472 0.2607 2.8421  0.066
H: 3.5354 1.4950 2.1672  0.090
H: 3.8438 2.7455 -2.0753  0.095
H: 2.2308 1.9790 -2.1588  0.055
H: 3.6593 1.1383 -2.8076  0.092
H: 2.8455 -2.9681 -1.9198  0.093
H: 1.4435 -2.4141 -0.9679  0.065
H: 2.9340 -2.9340 -0.1442  0.092
C: -2.0837 -1.2804 -2.4314  -0.193
As: -2.6405 0.3163 -1.4967  1.010
C: -4.4899 0.0463 -1.0202  -0.191
C: -2.6004 1.7708 -2.7688  -0.190
O: -1.8088 0.4383 -0.0559  -0.641
H: -2.6883 -1.4125 -3.3278  0.046
H: -2.2287 -2.1297 -1.7665  0.046
H: -1.0329 -1.2086 -2.7073  0.034
H: -5.1024 -0.0369 -1.9170  0.047
H: -4.8432 0.8779 -0.4140  0.045
H: -4.5636 -0.8726 -0.4418  0.045
H: -3.1875 1.4572 -3.6322  0.049
H: -1.5782 1.9780 -3.0659  0.031
H: -3.0395 2.6641 -2.3318  0.040
N: -0.3468 0.3008 2.2756  0.010
C: 0.0109 1.3320 3.2226  -0.318
C: 0.5210 2.5427 2.7678  -0.056
C: 0.8065 3.5623 3.6597  -0.062
C: 0.6026 3.3732 5.0194  -0.076
C: 0.1256 2.1557 5.4780  -0.071
C: -0.1636 1.1331 4.5862  -0.034
H: -1.2630 0.4823 1.8642  0.055
H: -0.3835 -0.6040 2.7289  0.103
H: 0.6937 2.6644 1.7083  0.066
H: 1.1970 4.5051 3.2982  0.110
H: 0.8228 4.1685 5.7185  0.109
H: -0.0399 2.0015 6.5359  0.110
H: -0.5360 0.1830 4.9522  0.114
O: -0.0594 2.4284 -1.0539  -0.215
N: -0.0201 3.5676 -0.3691  -0.218
C: 1.1527 4.3443 -0.4751  -0.051
C: 1.0936 5.6898 -0.3689  -0.073
C: -0.1384 6.3508 -0.1399  -0.064
C: -1.3065 5.5569 -0.0122  -0.075
C: -1.2481 4.2123 -0.1227  -0.056
H: 2.0583 3.7813 -0.6380  0.100
H: 2.0105 6.2581 -0.4450  0.112
H: -0.1831 7.4233 -0.0368  0.100
H: -2.2536 6.0276 0.2130  0.111
H: -2.0839 3.5432 0.0161  0.111

Force components x, y, z for each atom (eV/Å):
0.2 -0.9 -0.1
-0.1 0.1 0.1
-0.2 0.0 -0.1
-0.3 0.3 0.3
-0.1 0.1 0.1
0.0 -0.1 -0.1
-0.1 0.1 0.0
-0.1 -0.1 0.1
0.0 0.0 0.0
0.0 0.0 0.0
0.0 0.0 0.0
0.0 0.0 0.0
0.0 0.1 0.0
0.0 0.0 0.0
0.0 0.0 0.0
0.0 0.1 0.0
0.0 0.0 0.0
-0.1 0.2 0.0
-0.6 -0.5 -0.3
0.1 0.0 -0.1
0.1 -0.1 0.2
0.7 0.4 0.2
0.0 0.0 0.0
0.0 0.0 0.0
0.0 0.1 0.0
0.0 0.0 0.0
0.1 0.0 0.0
0.0 0.0 0.0
0.0 0.0 0.0
0.1 0.0 0.0
0.0 0.0 0.1
0.2 0.5 -0.5
0.0 0.2 0.2
-0.1 -0.2 -0.1
0.0 0.0 0.1
0.0 0.0 0.0
0.0 0.0 0.1
0.0 -0.1 -0.1
-0.1 -0.1 0.2
0.1 -0.1 -0.1
0.0 0.1 0.0
0.0 0.0 0.0
0.0 0.0 0.0
0.0 0.0 0.0
0.0 0.0 0.0
0.0 0.3 0.1
0.1 0.0 0.1
0.3 0.1 -0.2
0.0 0.0 0.0
0.0 0.0 0.0
0.1 0.0 0.0
-0.3 0.0 -0.1
0.0 0.0 0.1
0.0 0.0 0.0
0.0 0.0 0.0
0.0 -0.1 0.0
0.0 0.0 0.0

# 2
One molecule with the formula C25H30N4O5, computed with ωB97M-V/def2-TZVPD.

- 2S+1: 1
- SMILES: CCOC(=O)C1=C(CC)Nc2ccccc2N=C1NC(=O)CCN1C(=O)[C@H]2CCCC[C@H]2C1=O
- Energy above the lowest of the compared OMol25 structures with the same formula, charge and spin: 105.3 kJ/mol
- Kohn-Sham gap: 8.001 eV
- Energy: -1565.97217 Eh

Last column: Löwdin charge in e.
Cartesian coordinates (Å):
C: 3.9762 2.1088 3.7906  -0.058
C: 4.2580 2.5002 2.3465  -0.206
H: 3.6884 3.3967 2.0817  0.124
H: 5.3236 2.6754 2.1853  0.126
O: 3.9202 1.4507 1.4401  -0.019
C: 2.6256 1.3424 1.0905  -0.441
O: 1.7872 2.1364 1.4812  0.089
C: 2.3900 0.2533 0.1420  0.002
C: 2.9818 -0.9747 0.2738  -0.172
N: 2.9186 -1.9562 -0.6617  0.129
C: 2.9490 -1.7924 -2.0621  -0.163
C: 3.6995 -2.6893 -2.8065  -0.030
C: 3.8246 -2.5415 -4.1784  -0.095
C: 3.1973 -1.4842 -4.8123  -0.092
C: 2.4128 -0.6104 -4.0832  -0.014
C: 2.2634 -0.7526 -2.7047  -0.201
N: 1.3302 0.0445 -2.0889  0.152
C: 1.3237 0.4556 -0.8870  -0.226
N: 0.2369 1.1526 -0.4251  0.180
C: -1.0057 1.3427 -0.9832  -0.414
O: -1.7847 2.0900 -0.4347  0.091
C: -1.3311 0.5568 -2.2262  -0.089
C: -2.8112 0.6559 -2.5862  -0.090
N: -3.6757 0.2014 -1.5135  0.064
C: -4.7734 0.9439 -1.1188  -0.389
O: -5.1326 1.9591 -1.6514  0.125
C: -5.4337 0.2316 0.0462  -0.164
C: -5.4267 1.1276 1.2888  -0.143
C: -4.0016 1.3651 1.7801  -0.167
C: -3.2317 0.0542 2.0280  -0.165
C: -4.0343 -1.1865 1.6412  -0.147
H: -4.8480 -1.3486 2.3503  0.116
H: -3.3857 -2.0642 1.6666  0.117
C: -4.6170 -1.0480 0.2332  -0.164
C: -3.5044 -0.9566 -0.7983  -0.385
O: -2.6304 -1.7686 -0.9805  0.112
H: -5.2048 -1.9434 0.0061  0.158
H: -2.3080 0.0669 1.4465  0.099
H: -2.9499 -0.0284 3.0792  0.108
H: -4.0412 1.9558 2.6963  0.110
H: -3.4700 1.9569 1.0345  0.087
H: -5.8864 2.0828 1.0307  0.120
H: -6.0296 0.6629 2.0717  0.116
H: -6.4713 0.0219 -0.2313  0.157
H: -3.0968 1.6947 -2.7744  0.129
H: -3.0064 0.0569 -3.4817  0.138
H: -1.0493 -0.4847 -2.0669  0.108
H: -0.7256 0.9350 -3.0499  0.123
H: 0.4044 1.6819 0.4390  0.125
H: 1.8871 0.1970 -4.5681  0.111
H: 3.2978 -1.3540 -5.8789  0.101
H: 4.4127 -3.2492 -4.7419  0.100
H: 4.1942 -3.5111 -2.3057  0.110
H: 3.3048 -2.8458 -0.3706  0.138
C: 3.6157 -1.4050 1.5741  -0.158
H: 4.3492 -0.6645 1.8847  0.109
C: 2.5563 -1.5688 2.6661  -0.062
H: 2.0543 -0.6235 2.8549  0.073
H: 3.0197 -1.9059 3.5901  0.077
H: 1.8068 -2.2986 2.3671  0.084
H: 4.1382 -2.3542 1.4330  0.114
H: 2.9094 1.9543 3.9321  0.075
H: 4.5051 1.1936 4.0475  0.075
H: 4.3047 2.9050 4.4522  0.078

Force components x, y, z for each atom (eV/Å):
0.0 0.0 -0.4
0.0 0.4 0.5
0.2 -0.1 0.0
-0.1 0.0 0.0
-0.1 -0.2 -0.2
0.1 0.3 0.2
0.3 -0.1 0.1
0.0 -0.3 -0.5
0.0 0.3 0.2
-0.1 -0.4 0.3
0.0 0.3 -0.5
0.0 0.0 0.0
0.0 -0.1 0.1
0.0 0.0 -0.1
0.2 -0.1 0.1
0.5 -0.4 0.1
-0.6 0.4 0.2
0.5 -0.3 -0.3
0.0 0.5 0.8
0.1 -0.3 -0.5
-0.2 0.2 0.0
-0.6 0.0 -0.1
0.3 0.1 0.0
0.2 0.1 -0.3
-0.3 -0.2 0.1
-0.1 0.2 0.0
-0.3 0.1 0.2
0.1 0.1 -0.1
-0.1 0.1 0.1
-0.1 -0.1 0.1
0.2 0.0 -0.1
0.0 -0.1 0.0
-0.1 0.0 0.0
0.0 -0.2 0.2
-0.4 -0.1 0.1
0.2 -0.2 0.0
0.1 0.1 -0.1
0.1 0.0 0.0
0.1 0.0 0.0
0.0 0.1 0.0
0.0 0.1 0.1
-0.1 0.0 0.0
-0.1 0.0 0.0
0.1 0.0 -0.1
0.0 -0.2 0.0
0.0 0.1 0.1
0.1 0.2 -0.1
0.0 -0.1 0.0
-0.2 -0.2 -0.3
-0.1 0.1 0.0
0.0 0.0 -0.1
0.1 -0.1 0.0
0.1 -0.1 0.1
-0.1 0.2 0.0
0.0 -0.1 0.1
0.0 -0.1 -0.1
0.1 0.0 -0.1
-0.1 0.1 0.1
0.0 0.0 0.1
-0.1 0.0 0.0
0.0 0.1 -0.1
-0.1 0.0 0.1
0.1 -0.1 0.1
0.0 0.1 0.1